1.
41
Properties=species:S:1:pos:R:3:forces:R:3 method="wB97M-V/def2-TZVPD" lumo_ev="-6.39 / -9.21" s2=0.756 multiplicity=2 charge=+2 e_homo_ev="-15.71 / -15.61"
Cu -0.4905 -0.3101 0.1543 0.889 2.081 -0.163
S -1.4360 1.5032 1.5278 -0.638 -0.498 -0.487
S 1.8384 -0.2507 -1.3177 -0.604 -0.295 -0.193
C -2.5988 0.5213 2.5262 0.093 -0.280 0.048
C -2.5328 2.0945 0.1492 0.255 0.285 0.479
C -2.4037 1.1829 -1.0495 0.273 0.083 -0.211
N -0.9675 0.9991 -1.3491 0.239 0.066 0.448
C -0.6341 0.1800 -2.5270 0.006 0.268 -0.104
C 0.8531 0.2726 -2.7944 0.549 0.034 0.291
H -2.1951 3.1169 -0.0874 -0.104 -0.352 0.095
H -3.5612 2.1641 0.5196 0.238 -0.062 -0.068
H -2.9032 1.6104 -1.9130 -0.297 0.022 -0.168
H -2.8099 0.1950 -0.8447 -0.305 -0.084 -0.030
H -1.1907 0.5347 -3.3888 -0.190 -0.044 -0.281
H -0.9351 -0.8414 -2.2955 -0.042 -0.179 -0.239
H 1.1601 1.3116 -2.9991 -0.163 -0.362 -0.027
H 1.1548 -0.3455 -3.6486 -0.096 0.181 0.222
C 2.2300 -1.9664 -1.7655 -0.057 -0.220 0.165
H -0.5283 1.9233 -1.4393 0.045 -0.400 0.234
H 1.3006 -2.5236 -1.9133 0.216 0.010 -0.046
H 2.7745 -2.4087 -0.9177 -0.180 0.211 -0.362
H 2.8592 -2.0262 -2.6590 -0.131 0.204 0.186
H -2.0088 0.1034 3.3575 -0.291 0.156 -0.272
H -2.9868 -0.2993 1.9144 -0.053 0.199 0.278
H -3.4085 1.1326 2.9362 0.258 0.002 -0.144
C 1.5678 2.9946 0.2043 -0.848 -0.169 -0.973
C 2.0171 2.2846 1.2268 -0.072 -0.867 0.375
H 0.6649 3.6310 0.2534 0.755 -0.082 0.318
H 1.9588 2.8720 -0.8240 0.116 0.171 0.774
H 1.5391 2.3198 2.2258 0.443 0.235 -0.670
H 2.8141 1.5246 1.0878 -0.365 0.844 0.129
N 1.0467 -0.6748 2.2755 -0.490 1.168 0.615
N 1.2366 -2.0561 2.0936 -0.369 -0.643 -1.441
C 0.4724 -2.6963 1.1558 1.357 -1.636 -0.248
N 1.0114 -3.8425 0.5974 -1.629 0.364 0.815
S -1.1121 -2.4030 0.5193 0.667 0.793 1.012
H 0.3211 -0.5122 2.9879 0.570 -0.318 -0.107
H 1.9155 -0.2204 2.6282 -0.815 -0.672 -0.492
H 2.2232 -2.3326 2.1415 -0.635 -0.136 0.051
H 0.2467 -4.2675 0.0399 1.197 -0.211 0.426
H 1.4973 -4.4947 1.2111 0.208 0.131 -0.238

***

2.
49
Properties=species:S:1:pos:R:3:forces:R:3 method="wB97M-V/def2-TZVPD" lumo_ev=-3.41 charge=+1 e_homo_ev=-12.29
O -1.2153 6.1411 2.8765 -0.236 0.162 -0.347
P -1.7214 4.8219 2.1341 -0.353 0.145 -0.309
O -2.3511 3.9793 3.3118 0.059 0.072 0.202
S -2.5884 4.9458 0.4616 0.097 -0.043 0.350
P 0.2152 3.7513 1.8295 -0.205 0.097 0.193
C 0.3687 3.2597 0.1151 0.027 -0.159 -0.282
C 1.6184 2.4060 -0.1740 0.017 0.116 -0.373
C 1.3398 0.9222 0.0225 -0.016 -0.110 0.284
F 0.4242 0.7210 1.0109 0.043 0.126 0.026
F 0.8501 0.3537 -1.0728 -0.187 0.037 -0.248
F 2.4318 0.2550 0.3788 0.269 0.060 0.028
H -1.5225 6.9289 2.3863 0.232 -0.102 0.252
H -2.4176 4.4523 4.1602 -0.015 -0.156 -0.160
H 1.2530 4.5992 2.2167 0.151 -0.016 -0.025
H 0.3058 2.6305 2.6504 0.056 -0.073 0.091
H 0.3262 4.1708 -0.4939 0.063 -0.166 0.160
H -0.5562 2.7006 -0.0886 0.157 0.143 -0.104
H 1.8955 2.5541 -1.2253 -0.019 -0.127 0.257
H 2.4982 2.6774 0.4190 -0.227 0.002 0.011
O 4.0982 -5.7220 -2.6597 -0.036 -0.047 -0.045
S 4.3161 -5.2480 -1.3280 -0.003 0.077 -0.016
O 3.2109 -5.1869 -0.4208 0.013 -0.032 0.041
O 5.0093 -3.8181 -1.4099 -0.021 0.026 0.128
C 4.3866 -2.8372 -2.2704 -0.018 0.148 -0.247
C 3.0961 -2.2847 -1.7005 0.033 -0.156 0.039
C 5.6485 -6.1088 -0.5764 0.023 -0.047 0.000
H 4.2352 -3.2802 -3.2553 -0.013 -0.065 0.035
H 5.1423 -2.0603 -2.3664 0.022 -0.010 0.051
H 2.3279 -3.0540 -1.6493 -0.016 0.006 -0.016
H 2.7348 -1.4786 -2.3406 0.038 0.024 -0.005
H 3.2578 -1.9032 -0.6940 0.008 0.034 0.000
H 6.4886 -6.1271 -1.2644 -0.002 0.007 -0.005
H 5.2881 -7.1165 -0.3813 0.000 -0.005 -0.003
H 5.9052 -5.6104 0.3540 -0.010 0.002 0.007
O -6.1666 0.2550 -0.9549 -0.018 0.030 -0.054
S -5.3230 0.6881 0.1134 -0.038 -0.168 -0.050
O -4.5073 1.8517 -0.0816 0.115 0.132 0.106
O -4.4128 -0.5241 0.5773 0.130 0.135 0.083
C -3.6737 -1.2395 -0.4463 0.021 -0.233 -0.171
C -2.4639 -0.4812 -0.9493 -0.055 0.127 0.101
C -6.2491 0.8595 1.5960 -0.035 0.039 0.006
H -4.3587 -1.4950 -1.2548 -0.028 0.061 0.009
H -3.3786 -2.1609 0.0494 -0.009 0.011 0.037
H -2.7509 0.4229 -1.4843 -0.033 -0.012 -0.028
H -1.9001 -1.1213 -1.6278 0.015 -0.025 0.014
H -1.8186 -0.1994 -0.1157 0.003 -0.058 -0.014
H -6.8462 -0.0359 1.7412 0.006 -0.009 -0.007
H -6.8883 1.7291 1.4588 -0.009 -0.003 -0.004
H -5.5621 1.0162 2.4229 0.005 0.003 0.000

***

3.
37
Properties=species:S:1:pos:R:3:forces:R:3 method="wB97M-V/def2-TZVPD" lumo_ev=3.55 charge=-1 e_homo_ev=-5.82
F 5.7759 -2.9203 -7.7838 0.537 0.294 0.605
C 9.9944 -1.6797 -4.9432 0.809 -0.453 -0.647
C 8.7173 -2.4355 -5.2539 -1.250 1.804 0.055
C 7.6684 -2.0398 -4.2137 -0.029 -0.482 0.431
O 8.2332 -1.8588 -6.4822 0.488 -0.786 0.151
H 9.8562 -0.6370 -5.2295 -0.232 0.093 0.401
H 10.8344 -1.9998 -5.5709 -0.104 -0.239 0.030
H 10.3139 -1.7874 -3.9070 -0.125 0.115 0.085
H 8.7957 -3.5223 -5.2884 0.247 -0.037 -0.268
H 7.9310 -2.4411 -3.2273 -0.103 0.107 0.020
H 6.6775 -2.4109 -4.4842 0.075 -0.170 -0.044
H 7.5871 -0.9538 -4.1639 0.157 0.055 0.050
H 7.3513 -2.2367 -6.6543 -0.167 -0.034 -0.602
C 3.2553 1.1994 -7.9846 0.211 0.118 -0.314
C 4.3715 0.1891 -7.7842 0.065 -1.109 0.399
C 5.5950 0.6825 -7.0110 -0.489 0.129 0.140
O 3.8058 -0.9616 -7.1380 0.317 0.671 0.188
H 2.6042 1.2911 -7.1146 0.183 -0.155 0.171
H 2.6363 0.8895 -8.8276 -0.079 0.050 0.022
H 3.6637 2.1899 -8.2012 -0.005 0.000 -0.081
H 4.7461 -0.1945 -8.7409 -0.067 0.405 -0.238
H 6.1967 1.3321 -7.6497 0.086 0.088 0.145
H 6.1942 -0.1687 -6.6937 0.143 -0.031 -0.238
H 5.3005 1.2067 -6.0961 -0.034 0.153 -0.089
H 4.5556 -1.5912 -7.1050 -0.192 -0.682 -0.335
C 8.4659 -6.9290 -7.1883 0.136 0.255 -0.679
C 7.5153 -5.9064 -7.8220 -0.133 0.403 0.988
C 6.2964 -6.6346 -8.3858 0.022 0.904 0.188
O 7.1723 -5.0003 -6.7769 0.005 -0.239 0.038
H 7.9450 -7.6152 -6.5192 -0.213 0.235 0.121
H 9.2239 -6.3850 -6.6264 0.158 -0.177 -0.037
H 8.9152 -7.5591 -7.9623 0.210 0.106 0.041
H 7.9860 -5.2429 -8.5558 0.310 -0.728 -0.470
H 5.8000 -7.1015 -7.5330 0.034 -0.404 -0.195
H 6.6163 -7.3292 -9.1626 -0.213 -0.262 0.080
H 5.5778 -5.9206 -8.7927 0.124 0.030 -0.126
H 6.8893 -4.1553 -7.2007 -0.883 -0.028 0.016